A 8-piece molecular cluster, C29H43Cl3O14 overall in a non-equilibrium geometry, computed with ωB97M-V/def2-TZVPD.

Results
* total energy: -3564.79156 hartree
* 2S+1: 1
* LUMO level: 0.46 eV
* SMILES: ClC(Cl)Cl.O=C1CCCO1.O=C1CCCO1.O=C1CCCO1.O=C1CCCO1.O=C1CCCO1.O=C1CCCO1.O=C1CCCO1
* E_HOMO: -9.9 eV

CARTESIAN COORDINATES (ANGSTROEM)
O: -5.09414 0.52610 -0.55370
C: -4.81135 0.35588 -1.72568
O: -5.61060 0.76636 -2.71679
C: -5.15246 0.20471 -3.95892
C: -3.65553 0.09524 -3.73781
C: -3.52083 -0.24083 -2.30238
H: -5.37758 0.88578 -4.77288
H: -5.61620 -0.79547 -4.07204
H: -3.16075 1.05748 -3.96493
H: -3.19611 -0.74672 -4.35259
H: -2.72382 0.30292 -1.81739
H: -3.47333 -1.35126 -2.14556
O: 7.26806 -0.88962 0.35397
C: 7.03433 -2.05303 0.49305
O: 6.59955 -2.84884 -0.50703
C: 6.36074 -4.19253 0.00734
C: 6.35414 -4.08720 1.51170
C: 7.22941 -2.89294 1.76092
H: 6.99484 -4.87466 -0.53603
H: 5.38376 -4.32680 -0.54874
H: 6.68480 -5.07100 1.94932
H: 5.38897 -3.91512 1.81820
H: 8.29293 -3.21299 1.73983
H: 6.97538 -2.30003 2.60438
O: -1.89629 2.99717 2.46772
C: -2.56242 3.54595 1.64463
O: -2.91505 4.84306 1.77527
C: -3.51241 5.30649 0.51690
C: -3.92753 3.97446 -0.22347
C: -3.05563 2.91957 0.39574
H: -2.76319 5.90889 -0.01904
H: -4.34033 5.98351 0.75334
H: -3.88785 4.06934 -1.26341
H: -5.02215 3.83095 0.00326
H: -2.24460 2.59387 -0.28955
H: -3.65799 2.03693 0.56443
O: -3.45813 -4.45046 -1.40166
C: -4.40259 -4.34073 -0.63123
O: -5.15836 -3.23876 -0.58912
C: -5.98592 -3.39939 0.56447
C: -6.35370 -4.87905 0.63289
C: -4.92230 -5.37800 0.36213
H: -6.78603 -2.65158 0.38031
H: -5.50829 -3.09460 1.52304
H: -6.92551 -5.24385 -0.20448
H: -6.75056 -5.20254 1.61099
H: -4.78745 -6.30065 -0.05484
H: -4.32775 -5.31039 1.27809
O: 0.82239 1.10558 0.26343
C: 0.98576 1.34490 1.42844
O: 1.39378 2.51744 1.82029
C: 1.37326 2.58706 3.27001
C: 1.57345 1.11920 3.67104
C: 0.86116 0.35753 2.56937
H: 0.37679 3.01426 3.64327
H: 2.07507 3.29097 3.61931
H: 1.09596 0.99352 4.63900
H: 2.56113 0.72910 3.75946
H: -0.21992 0.20105 2.67531
H: 1.28934 -0.58644 2.34197
O: -1.25015 2.26498 -2.35859
C: -0.07499 2.55756 -2.41556
O: 0.39045 3.69655 -1.81306
C: 1.80353 3.73831 -1.71973
C: 2.21333 2.90204 -2.93697
C: 1.12713 1.84500 -2.99951
H: 2.04009 3.29998 -0.75535
H: 2.14921 4.80005 -1.67727
H: 3.17724 2.46709 -2.84441
H: 2.24287 3.46629 -3.84849
H: 1.28337 1.04671 -2.31045
H: 0.93693 1.41412 -4.00058
O: 5.00437 -0.27113 3.12774
C: 4.67777 0.02420 2.02857
O: 4.40111 -0.94584 1.14870
C: 3.83691 -0.34872 -0.06186
C: 4.53105 0.99793 -0.05974
C: 4.50389 1.37362 1.38591
H: 2.80368 -0.20293 -0.07733
H: 4.14524 -0.81382 -0.97858
H: 3.88730 1.68998 -0.70131
H: 5.60552 0.88089 -0.37908
H: 3.52366 1.77588 1.78816
H: 5.43458 1.94862 1.67895
C: -1.20554 -2.17143 0.52389
Cl: -2.63054 -1.21612 0.75573
Cl: -0.69994 -2.33584 -1.12459
Cl: -1.62313 -3.76851 1.49195
H: -0.44532 -1.70532 1.10929

Results of the Löwdin charge analysis, in e, for atoms 1 through 4: O 0.060; C -0.469; O 0.031; C -0.143



C29H31BClF3O2S as an isolated structure in a non-equilibrium geometry, computed with ωB97M-V/def2-TZVPD.

Results
* total energy: -2457.05525 hartree
* 2S+1: 1
* LUMO level: -0.26 eV
* E_HOMO: -7.9 eV

CARTESIAN COORDINATES (ANGSTROEM)
C: -2.44102 5.66299 -0.55185
C: -1.74349 4.49484 0.03209
C: -1.62177 4.11033 1.35716
C: -0.67380 3.05905 1.55242
C: 0.04676 2.74486 0.38871
B: -0.40250 -1.03319 -0.05859
C: 1.32000 2.11002 0.21492
C: 2.10096 1.71406 1.33254
C: 3.49026 1.80777 1.25699
C: 4.09179 2.14490 0.04545
C: 5.56794 2.41751 0.04373
F: 6.05054 2.69291 -1.20197
F: 5.93173 3.47069 0.85212
F: 6.24773 1.31086 0.50754
C: 3.34765 2.18536 -1.13331
C: 1.95809 2.13850 -1.04729
O: -0.78421 -0.91125 1.24535
C: -2.23731 -0.88706 1.19297
C: -2.67698 -2.25083 1.73658
C: -2.65706 0.20000 2.16793
C: -2.58929 -0.60608 -0.36739
C: -3.38587 -1.71482 -1.06458
C: -3.23618 0.74658 -0.61412
O: -1.28806 -0.57208 -1.00867
S: -0.80972 3.45279 -0.98252
H: -2.97805 6.25323 0.19328
H: -1.69036 6.31981 -1.00799
H: -3.15333 5.39108 -1.33879
H: -2.14346 4.63460 2.15521
H: -0.47538 2.59056 2.51872
H: 1.61339 1.44324 2.26896
H: 4.09390 1.62394 2.14303
H: 3.83345 2.25005 -2.10220
H: 1.35977 2.13556 -1.95881
H: -3.76123 -2.41479 1.63409
H: -2.12853 -3.06579 1.24492
H: -2.39989 -2.29014 2.80012
H: -3.75599 0.28662 2.23919
H: -2.26735 -0.05084 3.16133
H: -2.22167 1.17115 1.90022
H: -4.41970 -1.75778 -0.68677
H: -3.40647 -1.53187 -2.15129
H: -2.91451 -2.69654 -0.91069
H: -4.28357 0.76080 -0.26661
H: -2.67146 1.53969 -0.10488
H: -3.21719 0.99604 -1.68222
Cl: -2.13322 -6.40248 -2.04134
C: -1.10013 -5.12796 -1.55944
C: -0.84778 -4.08881 -2.46765
C: -0.14007 -2.98209 -2.04609
C: 0.34594 -2.87101 -0.72955
C: 1.05236 -1.53181 -0.32028
C: 2.07437 -1.71224 0.82335
C: 3.49200 -1.61950 0.17076
C: 3.18807 -1.15172 -1.21425
C: 1.86231 -0.96250 -1.41940
C: 0.13052 -3.94931 0.16728
C: -0.60102 -5.06205 -0.24924
H: -1.20868 -4.13518 -3.48728
H: 0.03605 -2.15278 -2.72695
H: 2.00092 -0.87696 1.53153
H: 1.96822 -2.65259 1.37490
H: 4.13382 -0.91240 0.72625
H: 4.02135 -2.58907 0.16498
H: 3.98790 -0.93552 -1.92998
H: 1.41664 -0.55925 -2.32337
H: 0.51741 -3.91413 1.18788
H: -0.81554 -5.88800 0.42288

Results of the Löwdin charge analysis, in e, for atoms 1 through 4: C -0.112; C -0.581; C -0.123; C -0.120



C4H7FOS as an isolated structure in a non-equilibrium geometry, computed with ωB97M-V/def2-TZVPD.

Results
* total energy: -729.69661 hartree
* 2S+1: 1
* LUMO level: 0.39 eV
* E_HOMO: -9.3 eV

CARTESIAN COORDINATES (ANGSTROEM)
C: 0.62622 -0.12219 -0.89348
C: -0.00231 1.32973 -0.40923
C: -0.23578 0.18328 0.40367
C: -1.51085 -0.72125 0.39592
H: 2.13184 -1.26921 1.03105
H: -0.03819 -0.66895 -1.51380
H: -0.82456 1.50278 -1.17275
H: 1.71301 1.46594 0.37232
H: 0.46041 -0.13798 1.29464
H: -1.04195 -1.95894 0.26416
H: -2.49905 -0.88165 1.36844
O: 0.91286 2.15691 0.03393
F: -2.04914 -0.19324 -0.82733
S: 2.35750 -0.68522 -0.34754

Results of the Löwdin charge analysis, in e, for atoms 1 through 4: C -0.454; C -0.395; C -0.334; C -0.144



A 2-piece molecular cluster, C3H12N2O2 overall in a non-equilibrium geometry, computed with ωB97M-V/def2-TZVPD.

Results
* total energy: -381.44935 hartree
* 2S+1: 1
* LUMO level: 0.70 eV
* SMILES: NC[C@@H](N)CO.O
* E_HOMO: -9.0 eV

CARTESIAN COORDINATES (ANGSTROEM)
N: 0.32456 0.53235 -0.90078
C: -0.22103 -0.31144 0.17016
C: -0.70072 -1.73709 -0.35103
O: -1.43287 -1.61804 -1.52930
C: 0.68395 -0.41205 1.37142
N: -0.00707 -0.91130 2.57825
H: -0.26978 0.41143 -1.71586
H: 0.19625 1.52389 -0.71571
H: -1.14063 0.22557 0.44841
H: 0.26343 -2.25322 -0.30482
H: -1.31820 -1.94689 0.51121
H: -0.83854 -1.69104 -2.28464
H: 1.61755 -0.95853 1.20680
H: 1.00788 0.61422 1.53815
H: 0.73295 -0.95843 3.27230
H: -0.16903 -1.90425 2.39051
H: 0.82784 4.23417 -1.38223
H: -0.24272 3.62311 -2.27179
O: 0.68618 3.53753 -2.03105

Results of the Löwdin charge analysis, in e, for atoms 1 through 4: N 0.031; C -0.406; C -0.230; O -0.043